Entry 1:
{"formula": "C5H7N2", "method": "ωB97M-V/def2-TZVPD", "de_lowest_kcal_mol": 172.26, "homo_lumo_gap_ev": 9.71, "homo_ev": -15.30, "lumo_energy_ev": -5.582, "total_charge": 1, "elements": ["C", "H", "H", "C", "C", "C", "C", "H", "H", "H", "N", "H", "N", "H"], "xyz": [[0.758, 1.598, -0.768], [0.646, 1.363, -1.816], [-1.346, -1.178, -1.043], [2.280, -0.443, 0.332], [3.182, 0.355, -0.118], [0.406, -0.778, 0.145], [-1.013, -1.147, 0.017], [-1.151, -2.188, 0.386], [-0.166, 2.107, -0.297], [1.578, 2.377, -0.437], [1.429, -1.507, 0.658], [1.699, -2.499, 0.611], [1.083, 0.301, -0.152], [-1.564, -0.563, 0.702]]}

***

Entry 2:
{"formula": "C4H3Cl2N", "method": "ωB97M-V/def2-TZVPD", "de_lowest_kcal_mol": 54.31, "homo_lumo_gap_ev": 10.60, "homo_ev": -10.06, "lumo_energy_ev": 0.539, "smiles": "C=C(Cl)[C@H](Cl)C#N", "elements": ["C", "C", "C", "H", "Cl", "C", "Cl", "H", "N", "H"], "xyz": [[1.308, -0.876, 0.067], [1.770, -1.453, -1.052], [-0.624, -0.781, 1.614], [0.971, -1.977, 2.171], [1.600, 0.638, 0.528], [0.295, -1.828, 1.286], [-0.384, -3.326, 0.651], [2.520, -0.946, -1.617], [-1.333, 0.076, 1.970], [1.726, -2.559, -1.269]]}

***

Entry 3:
{"formula": "C34H96N12O10", "method": "ωB97M-V/def2-TZVPD", "de_lowest_kcal_mol": 25.66, "homo_lumo_gap_ev": 8.45, "homo_ev": -8.19, "lumo_energy_ev": 0.261, "smiles": "COC[C@H](C)N.COC[C@H](C)N.COC[C@H](C)N.COC[C@H](C)N.COC[C@H](C)N.COC[C@H](C)N.COC[C@H](C)N.COC[C@H](C)N.NC(N)=O.NC(N)=O", "elements": ["H", "C", "C", "N", "H", "H", "H", "H", "C", "H", "C", "O", "H", "H", "H", "C", "C", "H", "H", "O", "H", "H", "H", "C", "H", "H", "H", "H", "H", "H", "H", "N", "H", "C", "C", "O", "H", "H", "H", "H", "H", "H", "H", "H", "H", "H", "H", "H", "H", "H", "H", "C", "H", "C", "C", "H", "O", "H", "H", "C", "N", "N", "C", "C", "H", "H", "H", "O", "C", "H", "H", "N", "H", "H", "H", "H", "H", "H", "H", "H", "C", "N", "C", "C", "C", "N", "H", "H", "H", "H", "H", "C", "H", "H", "H", "H", "C", "H", "H", "H", "H", "N", "C", "C", "H", "H", "H", "H", "O", "C", "H", "H", "O", "C", "H", "C", "H", "H", "C", "H", "H", "H", "N", "C", "O", "H", "C", "H", "H", "H", "C", "H", "H", "N", "C", "H", "O", "H", "O", "H", "C", "H", "H", "H", "H", "H", "N", "H", "C", "N", "H", "H"], "xyz": [[1.815, 2.017, -2.288], [-0.840, -4.334, -0.714], [3.057, -1.998, 0.017], [2.466, -4.770, 1.983], [2.195, -2.307, -0.581], [3.976, 1.795, -4.994], [0.042, -1.306, -3.330], [-5.277, 3.015, 4.828], [2.570, -0.272, -3.910], [-3.992, -1.424, -4.686], [-2.342, -2.235, 5.517], [3.993, -3.027, 0.169], [-0.040, 0.523, -1.724], [3.849, 3.807, 3.458], [-2.952, 6.576, -3.487], [-0.438, 0.266, 0.295], [-4.299, 3.358, -1.962], [1.830, 5.707, -1.580], [3.808, 7.101, 0.164], [3.618, 5.115, -0.600], [2.732, -1.643, 0.998], [7.360, -3.247, -0.374], [-1.343, -2.569, 5.809], [1.655, 3.711, -0.904], [-3.351, 0.677, -5.243], [2.907, -3.898, 1.718], [-2.342, -3.424, 3.694], [1.011, -2.328, -4.444], [-2.695, -2.628, -6.179], [-4.585, 6.938, -4.008], [-3.171, -0.312, -6.474], [-2.816, -0.131, -5.544], [1.359, -0.529, 4.046], [-3.634, -2.017, -1.551], [6.867, -4.045, 0.184], [2.124, -1.261, -2.974], [0.121, -3.407, 3.959], [0.898, -0.409, 5.801], [-2.356, 3.614, -1.393], [4.986, -1.548, -4.585], [6.946, -5.761, -1.595], [-4.642, 3.778, 0.196], [-1.356, -0.621, -3.325], [0.416, -0.995, -1.016], [1.732, 3.179, 0.050], [-1.803, -4.416, -0.190], [-0.855, -4.983, -1.592], [-1.559, 1.431, 3.876], [5.533, 1.310, -4.735], [-0.733, 0.137, 3.367], [-6.020, 3.552, -0.529], [0.252, -3.857, 1.307], [1.073, 1.672, 2.630], [4.047, 0.029, -3.719], [-3.759, 6.238, -4.143], [0.203, 1.872, 5.570], [2.143, 2.820, 4.114], [-5.517, 5.093, -2.217], [2.372, 4.363, 2.689], [4.669, -3.439, -0.989], [-0.886, 1.535, 0.428], [0.074, -0.055, -0.913], [-2.228, -2.512, -5.198], [1.071, -4.548, 2.385], [-5.503, 0.972, 4.608], [1.746, 5.522, 0.181], [6.115, -4.847, -2.572], [-4.126, 4.931, -3.674], [-2.404, -0.914, -3.222], [3.014, 2.861, 2.222], [-0.393, 2.259, -0.089], [4.918, -1.167, -3.644], [-4.929, 2.802, -2.658], [1.917, 0.603, -3.797], [2.337, 3.618, -2.918], [5.031, -5.175, 0.080], [-1.156, -2.392, -5.362], [-2.867, 2.115, -1.124], [0.298, 3.034, 3.386], [4.079, 6.820, -1.610], [-2.376, -2.367, 3.986], [6.017, -5.369, -1.705], [0.952, -1.908, -3.438], [-3.613, -1.824, 2.036], [5.644, -4.533, -0.559], [-4.790, 0.796, 3.927], [-0.759, -3.718, 1.721], [3.498, -1.082, -0.403], [-4.273, 3.971, 3.765], [0.046, 3.873, -2.179], [5.260, 6.326, -0.508], [-2.909, -1.267, -4.602], [2.414, -0.587, -4.951], [-3.725, -2.857, 1.693], [0.661, -5.507, 2.696], [-3.456, 6.080, -5.170], [0.985, 2.193, 3.592], [1.667, -4.095, 4.412], [-0.740, -3.311, -1.110], [-2.873, -0.008, -2.826], [2.270, 0.476, 5.216], [-2.527, -0.847, 5.957], [2.293, 2.964, -2.042], [-5.015, 3.109, -0.600], [-1.583, -1.770, 3.528], [0.865, -2.712, -2.696], [-4.885, 2.112, -0.187], [4.185, 0.634, -2.818], [-0.524, -0.586, 1.194], [1.132, -3.599, 3.600], [3.334, 2.716, -1.819], [-1.850, -0.227, 5.479], [0.210, -4.664, 0.139], [2.869, 3.478, 3.120], [-1.448, 1.651, 1.261], [0.346, 1.295, 4.655], [-4.505, -0.118, 3.587], [-3.749, -3.000, -1.096], [4.175, 6.408, -0.595], [7.559, -4.833, 0.485], [-2.692, -1.472, 1.562], [0.554, -2.839, 1.041], [0.199, 3.797, -1.177], [-4.454, 4.832, -2.299], [-3.593, -1.827, 3.464], [-4.413, -1.162, 1.707], [-4.214, 1.944, 3.468], [-3.859, 5.501, -1.665], [2.418, -5.357, 1.155], [3.949, -3.695, -1.781], [-3.452, -3.103, 6.092], [4.292, -1.799, -3.140], [4.499, 0.338, -5.853], [-2.936, 2.880, -1.780], [1.283, 0.113, 4.922], [5.186, -2.572, -1.425], [-3.362, 1.985, 2.569], [-0.117, 4.682, -0.780], [-2.482, -2.071, -2.382], [-3.402, -3.000, 7.180], [4.552, 0.863, -4.900], [-3.424, -0.586, 5.558], [-3.559, -1.331, -0.700], [6.598, -3.663, 1.176], [-2.425, -3.374, -4.569], [-3.334, -4.166, 5.880], [-0.898, 0.721, 4.181], [-4.523, -1.729, -2.116], [2.230, 5.140, -0.729], [-4.665, 3.092, 4.039], [1.691, -2.687, 3.392], [-4.446, -2.768, 5.799]]}

***

Entry 4:
{"formula": "C5HCl3N2", "method": "ωB97M-V/def2-TZVPD", "homo_lumo_gap_ev": 9.55, "homo_ev": -9.23, "lumo_energy_ev": 0.325, "smiles": "N#Cc1c(Cl)[nH]c(Cl)c1Cl", "elements": ["Cl", "C", "Cl", "N", "C", "C", "C", "H", "N", "C", "Cl"], "xyz": [[2.510, 1.286, 0.022], [-1.034, -0.562, 0.113], [-2.241, -1.561, 0.745], [1.277, -1.415, 2.848], [-1.031, 0.185, -1.023], [0.361, -0.303, 0.756], [0.971, 0.576, -0.098], [0.386, 1.511, -1.885], [0.155, 0.868, -1.145], [0.861, -0.910, 1.908], [-2.215, 0.324, -2.241]]}

***

Entry 5:
{"formula": "C3H11N2S2", "method": "ωB97M-V/def2-TZVPD", "de_lowest_kcal_mol": 1.77, "homo_lumo_gap_ev": [5.09, 8.43], "homo_ev": [-4.32, -7.69], "lumo_energy_ev": [0.770, 0.748], "spin_multiplicity": 2, "elements": ["C", "H", "H", "H", "H", "H", "H", "C", "S", "C", "H", "N", "H", "H", "H", "H", "N", "S"], "xyz": [[-1.931, -0.880, -1.597], [0.354, 2.894, 1.362], [-0.353, -3.587, 2.497], [2.054, 2.689, 1.235], [-0.118, 2.138, -0.779], [-0.993, -1.972, 2.631], [-1.693, -1.781, -2.154], [0.912, 2.207, -0.471], [-0.794, -0.728, -0.158], [-0.291, -2.587, 2.068], [-2.953, -0.858, -1.236], [1.151, 2.603, 0.834], [0.720, -2.204, 2.165], [2.845, 1.664, -0.995], [1.673, 1.405, -2.206], [-1.761, -0.016, -2.231], [1.902, 1.760, -1.300], [-0.725, -2.747, 0.334]]}

***

Entry 6:
{"formula": "C19H45FNO6P2S", "method": "ωB97M-V/def2-TZVPD", "homo_lumo_gap_ev": 8.36, "homo_ev": -11.19, "lumo_energy_ev": -2.834, "total_charge": 1, "elements": ["C", "H", "S", "C", "H", "H", "H", "H", "C", "P", "C", "O", "O", "C", "H", "H", "H", "H", "H", "H", "C", "H", "O", "H", "C", "H", "H", "C", "F", "H", "H", "H", "C", "O", "H", "C", "H", "H", "N", "H", "H", "O", "C", "H", "H", "H", "H", "H", "O", "C", "H", "H", "C", "H", "H", "H", "H", "H", "C", "H", "H", "H", "C", "H", "H", "H", "H", "P", "H", "C", "H", "C", "H", "C", "C"], "xyz": [[0.685, -2.871, 4.608], [-0.881, -4.178, 5.268], [4.649, 0.867, -1.842], [-0.782, -3.197, 4.786], [-3.115, 1.682, -5.520], [3.155, -1.159, 6.781], [-2.533, 3.877, -6.486], [-1.397, 1.877, -5.938], [4.414, -3.850, -0.266], [1.698, -0.962, -1.646], [1.449, 0.090, 5.296], [-3.556, 4.208, -4.802], [-1.793, 1.875, -3.926], [0.586, -0.470, 4.185], [2.058, -1.388, 8.154], [4.344, -1.717, -0.586], [-2.993, 5.557, -1.759], [2.463, -0.939, -3.897], [5.066, -4.456, -0.865], [0.854, -0.192, -3.724], [2.449, -2.538, -1.012], [-0.472, -0.423, 4.443], [0.951, -1.772, 3.735], [3.564, -4.470, -0.031], [-0.891, -1.852, -1.126], [-2.844, -1.744, 4.182], [-0.422, 6.751, -2.171], [1.494, -1.007, -3.424], [1.910, -3.547, -1.775], [2.505, -0.015, 5.021], [-2.142, 0.617, -2.381], [2.049, 1.858, -1.639], [3.952, -2.608, -1.057], [1.183, -0.548, 6.529], [0.536, 5.683, -3.219], [-0.458, 6.090, -3.043], [2.101, -2.677, 0.011], [-2.363, -3.110, -0.239], [-0.943, -2.307, -2.292], [-2.853, 6.316, -3.365], [-3.401, 0.589, -3.626], [-1.336, 5.004, -2.827], [-3.596, 4.314, -3.388], [0.730, 0.178, 3.314], [-3.098, -1.124, 5.824], [-4.626, 4.596, -3.162], [-1.262, -3.239, 3.800], [1.004, -1.928, -3.690], [-1.420, -2.240, 5.611], [-1.768, -2.251, 0.016], [2.735, 0.939, 0.290], [0.332, -0.836, 0.276], [2.327, -0.713, 7.344], [-2.369, -1.382, 0.251], [-3.403, -2.839, 5.481], [-1.500, 4.247, -5.117], [2.647, 0.242, 7.771], [1.222, 1.159, 5.405], [-2.390, 3.692, -5.419], [-3.415, 3.349, -2.911], [-1.818, -0.194, -3.932], [-1.695, -2.994, -2.321], [0.102, -0.776, -0.782], [1.176, -2.734, 5.570], [-0.285, 0.213, -0.992], [4.923, -3.564, 0.639], [-0.753, 6.669, -3.924], [2.866, 0.840, -1.109], [1.156, -3.732, 4.128], [-2.705, 5.389, -2.804], [-1.098, -2.421, 0.849], [-2.321, 0.658, -3.457], [4.310, -2.680, -2.070], [-2.759, -1.984, 5.250], [-2.190, 2.202, -5.253]]}

***

Electronic energy list, top to bottom, in eV: -8265.307 -30729.060 -75168.358 -45747.989 -27937.878 -66328.039